91
Properties=species:S:1:pos:R:3:forces:R:3 method="wB97M-V/def2-TZVPD" homo_lumo_gap_ev="7.32 / 6.00" s2=6.07 e_tot_ha=-2626.25687 fmax_ev_per_a=0.3 charge=+1 multiplicity=5
Pd 0.120 -1.340 0.577 0.202 -0.144 0.099
N 3.392 -2.127 3.303 0.006 0.008 0.006
C 2.601 -1.871 2.266 0.010 0.038 0.126
S 1.568 -0.500 2.306 -0.073 0.035 -0.007
N 2.737 -2.727 1.234 0.001 -0.038 -0.091
N 1.927 -2.455 0.235 -0.022 0.023 -0.054
C 2.138 -3.144 -0.876 -0.015 -0.019 -0.047
C 1.523 -2.877 -2.100 -0.019 0.035 -0.013
C 1.850 -3.749 -3.185 0.009 0.003 0.010
C 1.426 -3.508 -4.448 -0.001 -0.011 -0.026
C 0.652 -2.341 -4.717 0.011 -0.005 0.019
C 0.315 -1.474 -3.732 0.011 0.002 0.044
C 0.698 -1.705 -2.368 0.012 -0.014 -0.011
O 0.318 -0.868 -1.490 -0.010 -0.006 -0.077
H 3.371 -1.546 4.123 0.002 -0.007 0.002
H 4.017 -2.916 3.259 0.003 0.002 0.003
H 2.891 -3.927 -0.828 -0.003 -0.003 0.024
H 2.457 -4.618 -2.969 0.003 -0.002 0.003
H 1.680 -4.184 -5.251 -0.004 0.006 -0.007
H 0.328 -2.147 -5.732 -0.002 -0.003 -0.008
H -0.277 -0.592 -3.930 -0.003 0.006 -0.002
O -1.881 -3.166 0.975 -0.029 0.145 0.000
C -2.491 -2.133 1.198 0.055 -0.059 -0.006
N -3.772 -1.987 1.618 -0.036 -0.020 -0.042
C -4.061 -0.599 1.951 0.040 -0.009 -0.062
C -2.779 0.062 1.397 -0.120 -0.036 0.037
O -2.668 1.293 1.333 0.131 0.046 0.081
N -1.908 -0.868 1.021 -0.082 0.011 -0.017
C -4.181 -0.429 3.463 -0.053 0.003 -0.019
C -5.250 -1.063 4.093 0.008 0.027 -0.007
C -5.406 -0.982 5.465 0.000 -0.003 0.014
C -4.497 -0.256 6.225 -0.011 -0.005 0.011
C -3.438 0.383 5.604 0.018 0.006 -0.021
C -3.278 0.298 4.224 0.006 -0.043 0.017
C -5.266 -0.036 1.206 -0.013 0.071 0.119
C -5.702 -0.602 0.016 0.040 0.040 -0.021
C -6.765 -0.036 -0.677 0.047 -0.051 -0.017
C -7.397 1.095 -0.184 -0.016 0.048 0.039
C -6.961 1.663 1.007 -0.042 -0.016 -0.036
C -5.900 1.103 1.697 -0.025 -0.052 0.000
H -4.269 -2.762 2.025 0.028 -0.005 0.012
H -5.978 -1.605 3.499 -0.008 -0.005 0.016
H -6.240 -1.478 5.943 -0.004 -0.002 0.000
H -4.620 -0.186 7.298 0.002 0.000 0.002
H -2.730 0.954 6.190 0.001 0.001 0.001
H -2.449 0.812 3.754 0.017 0.015 -0.018
H -5.211 -1.488 -0.366 -0.016 -0.016 -0.023
H -7.105 -0.489 -1.599 -0.003 0.001 -0.004
H -8.232 1.528 -0.718 -0.002 0.001 -0.004
H -7.456 2.542 1.401 0.004 0.002 0.005
H -5.568 1.542 2.630 -0.005 0.008 -0.006
C -3.279 4.263 1.535 -0.001 -0.023 -0.002
C -3.083 4.133 0.026 0.020 -0.006 -0.008
C -2.803 5.518 -0.557 -0.004 -0.012 -0.012
C -4.332 3.527 -0.614 0.017 0.002 0.021
Sb -1.470 2.715 -0.401 -0.055 0.052 -0.068
C -1.205 2.618 -2.620 -0.007 -0.024 0.052
C -1.631 3.890 -3.336 -0.010 0.003 0.010
C -2.104 1.449 -3.021 0.026 0.011 -0.008
C 0.249 2.303 -2.939 -0.022 0.004 -0.016
C 0.305 3.289 0.751 -0.018 -0.061 0.028
C 0.506 4.800 0.737 -0.006 0.004 -0.030
C 1.529 2.584 0.176 -0.005 -0.011 0.011
C 0.044 2.796 2.174 -0.026 0.008 -0.005
H -4.143 4.913 1.706 -0.008 0.003 0.003
H -2.423 4.736 2.021 0.009 0.007 0.000
H -3.474 3.304 2.010 0.000 0.012 0.010
H -3.643 6.168 -0.292 -0.004 0.004 0.002
H -2.728 5.517 -1.641 -0.001 0.006 -0.003
H -1.903 5.974 -0.148 0.010 0.002 0.005
H -5.194 4.161 -0.383 -0.004 0.001 0.000
H -4.544 2.530 -0.224 -0.008 0.001 -0.018
H -4.250 3.473 -1.701 -0.006 -0.007 -0.011
H -2.694 4.097 -3.223 -0.003 0.007 0.001
H -1.441 3.752 -4.406 -0.006 0.005 -0.007
H -1.063 4.764 -3.014 0.010 0.004 -0.010
H -3.153 1.628 -2.774 -0.010 0.006 0.001
H -1.792 0.521 -2.536 -0.010 -0.003 -0.003
H -2.043 1.311 -4.106 0.004 -0.007 -0.003
H 0.900 3.158 -2.756 0.009 0.003 0.020
H 0.318 2.071 -4.008 0.012 -0.013 0.005
H 0.619 1.441 -2.384 0.021 -0.022 -0.001
H 0.623 5.196 -0.274 0.001 0.007 -0.004
H 1.424 5.030 1.287 0.003 0.010 0.003
H -0.310 5.330 1.228 -0.006 0.003 0.003
H 1.839 3.014 -0.775 0.004 -0.009 -0.012
H 1.370 1.512 0.039 0.009 0.008 -0.003
H 2.358 2.704 0.880 0.004 0.000 -0.002
H -0.833 3.265 2.621 0.003 -0.003 0.014
H 0.912 3.042 2.793 0.009 -0.002 -0.004
H -0.105 1.716 2.209 -0.002 0.020 -0.006

13
Properties=species:S:1:pos:R:3:forces:R:3 method="wB97M-V/def2-TZVPD" homo_lumo_gap_ev="8.51 / 8.93" de_lowest_kj_mol=305.2 e_tot_ha=-820.34834 fmax_ev_per_a=4.4 charge=0
C -2.185 0.424 -0.438 3.450 -1.816 -0.354
C 0.905 -0.117 0.170 0.326 -1.881 -0.226
N 0.066 0.482 -0.828 -2.341 -0.479 0.116
O 0.150 -0.422 1.301 0.451 0.438 0.964
O 2.015 0.669 0.527 -3.728 1.682 1.399
O 1.446 -1.357 -0.325 1.843 1.628 3.617
Cl -2.504 -0.773 0.769 -0.539 1.232 -1.098
H -2.397 0.185 -1.465 -0.195 -0.525 0.021
H -2.143 1.462 -0.270 -0.393 0.902 1.089
H 0.030 1.470 -0.663 0.327 0.631 0.206
H 0.669 -0.680 2.099 -0.019 0.306 -1.303
H 2.815 0.364 0.224 2.586 -1.628 -1.487
H 1.134 -1.708 -1.100 -1.767 -0.491 -2.944

47
Properties=species:S:1:pos:R:3:forces:R:3 method="wB97M-V/def2-TZVPD" homo_lumo_gap_ev="7.11 / 5.95" de_lowest_kj_mol=0.0 s2=0.78 e_tot_ha=-2670.03187 fmax_ev_per_a=1.0 charge=+1 multiplicity=2
V 0.256 -0.469 0.467 -0.088 -0.522 0.547
O -2.867 1.990 0.134 -0.179 0.170 -0.143
C -1.891 1.371 0.489 0.334 -0.706 0.024
N -1.481 0.144 0.011 -0.380 0.540 0.009
C -2.207 -0.476 -1.092 0.241 0.104 0.172
C -1.228 -1.306 -1.898 0.086 0.209 0.269
C -1.515 -1.715 -3.189 -0.147 -0.110 -0.025
C -0.604 -2.491 -3.880 0.039 -0.027 -0.060
C 0.591 -2.823 -3.259 0.016 -0.037 -0.033
C 0.828 -2.351 -1.986 -0.114 0.144 0.261
N -0.055 -1.601 -1.295 -0.138 -0.162 -0.606
C -0.937 1.922 1.541 -0.204 -0.544 -0.514
C -1.126 3.188 2.036 -0.015 0.174 0.316
C -0.239 3.664 2.993 -0.076 0.026 -0.062
C 0.795 2.840 3.398 0.096 -0.063 0.048
C 0.929 1.584 2.823 -0.132 -0.116 -0.107
N 0.086 1.115 1.893 0.057 0.537 0.203
H -2.697 0.272 -1.717 0.027 0.062 -0.056
H -3.004 -1.127 -0.721 -0.056 -0.027 0.027
H -2.458 -1.428 -3.637 0.017 -0.010 0.009
H -0.817 -2.824 -4.888 0.007 0.004 0.030
H 1.338 -3.429 -3.753 -0.024 0.030 0.004
H 1.760 -2.568 -1.478 0.008 -0.024 0.003
H -1.969 3.762 1.676 0.012 -0.004 0.002
H -0.358 4.654 3.413 0.012 -0.012 0.005
H 1.507 3.157 4.148 -0.014 -0.003 -0.020
H 1.741 0.927 3.107 0.026 0.011 0.023
C -1.406 -3.419 1.179 -0.075 -0.060 -0.057
S -0.130 -2.394 1.925 -0.002 0.021 0.070
C -0.998 -1.868 3.413 -0.042 0.076 0.063
H -2.312 -2.838 1.007 0.030 0.018 0.020
H -1.623 -4.262 1.832 0.005 0.001 -0.001
H -1.027 -3.789 0.228 0.027 0.003 0.010
H -1.267 -2.732 4.018 0.021 -0.018 -0.027
H -1.888 -1.298 3.150 0.004 -0.014 -0.021
H -0.323 -1.230 3.980 0.018 -0.003 -0.007
I 3.229 -0.818 0.823 0.070 -0.095 0.055
C 2.682 0.660 -0.553 -0.110 0.079 -0.057
C 3.624 1.364 -1.269 0.058 0.044 -0.011
C 3.168 2.331 -2.153 0.046 -0.019 0.012
C 1.802 2.522 -2.277 -0.098 0.112 -0.123
C 0.929 1.754 -1.536 0.018 -0.241 0.283
N 1.357 0.817 -0.656 0.673 0.490 -0.588
H 4.679 1.169 -1.135 -0.023 -0.007 0.017
H 3.867 2.921 -2.730 -0.008 -0.019 0.015
H 1.404 3.263 -2.956 0.001 -0.017 0.017
H -0.143 1.866 -1.621 -0.023 0.008 0.004

29
Properties=species:S:1:pos:R:3:forces:R:3 method="wB97M-V/def2-TZVPD" homo_lumo_gap_ev="6.43 / 6.42" de_lowest_kj_mol=423.4 e_tot_ha=-649.60977 fmax_ev_per_a=4.8 charge=+1
C 2.772 1.134 -0.299 0.100 -0.440 -0.596
C 2.069 0.286 -1.161 -0.520 1.965 2.774
C 2.007 1.932 0.557 1.775 2.523 1.106
C 0.693 0.003 -1.009 -0.769 0.309 -0.662
C 0.665 2.004 0.548 -1.810 0.040 1.741
C -0.103 0.982 -0.161 -0.063 -0.846 -2.120
C -1.461 -2.216 -0.311 -0.455 -2.299 0.258
C -2.352 -1.072 0.078 -1.826 0.357 2.242
C 0.942 -2.159 -0.108 -0.659 0.736 0.287
C -1.477 1.022 -0.300 1.128 1.433 0.586
N 2.024 -2.053 0.704 -3.439 -1.871 -0.368
N -2.124 2.144 0.499 -1.743 -3.423 2.842
O -0.247 -2.225 0.576 0.698 -0.397 -2.753
O -2.393 0.102 -0.721 0.868 0.457 -0.785
H 3.843 1.431 -0.301 -0.817 -0.924 -0.622
H 2.580 -0.099 -1.942 1.535 -1.685 -2.390
H 2.610 2.750 1.122 -1.313 -1.613 -0.714
H 0.209 -0.524 -1.919 0.473 1.257 1.709
H 0.204 2.761 1.295 0.528 -1.308 -1.588
H -2.053 -3.226 -0.133 1.470 2.025 0.007
H -1.243 -2.233 -1.408 0.293 0.252 0.988
H -3.400 -1.450 0.229 0.815 0.341 -0.723
H -2.117 -0.619 1.066 0.312 -1.307 -0.114
H 1.048 -2.582 -1.132 -0.352 0.496 0.801
H 1.559 -1.913 1.580 1.045 0.583 1.273
H 2.723 -1.446 0.394 1.544 1.077 -0.233
H -1.985 3.077 0.345 1.316 3.143 -1.871
H -1.829 2.137 1.553 -1.095 -0.602 -1.734
H -3.161 2.051 0.359 0.962 -0.281 0.661

17
Properties=species:S:1:pos:R:3:forces:R:3 method="wB97M-V/def2-TZVPD" homo_lumo_gap_ev="6.71 / 6.71" smiles="O=S1(=O)C(Br)=c2ccccc2=C1Br" e_tot_ha=-6003.81134 fmax_ev_per_a=3.9 charge=0
O -2.938 -0.548 -1.704 0.094 0.095 -0.079
S -2.487 -0.630 -0.352 0.227 -0.047 -0.053
O -3.391 -1.062 0.663 0.163 0.053 0.220
C -1.588 0.843 0.081 -1.985 2.865 -0.437
Br -2.839 2.874 -0.049 2.112 -3.231 0.207
C -0.266 0.682 0.084 -0.550 -0.058 0.263
C 0.793 1.634 0.239 0.685 0.457 0.008
C 2.076 1.219 0.317 -0.784 0.650 -0.006
C 2.424 -0.169 0.253 -0.318 -1.039 -0.089
C 1.478 -1.120 0.094 0.813 0.041 0.111
C 0.102 -0.753 -0.027 -0.840 -0.505 -0.303
C -0.945 -1.571 -0.270 0.091 0.814 0.135
Br -0.995 -3.396 -0.428 -0.007 -0.294 -0.030
H 0.523 2.677 0.285 0.025 0.122 0.032
H 2.873 1.934 0.440 0.040 0.186 0.006
H 3.463 -0.444 0.333 0.100 -0.083 0.005
H 1.717 -2.172 0.041 0.133 -0.026 0.010

Please write out number 5 again, unchanged.
17
Properties=species:S:1:pos:R:3:forces:R:3 method="wB97M-V/def2-TZVPD" homo_lumo_gap_ev="6.71 / 6.71" smiles="O=S1(=O)C(Br)=c2ccccc2=C1Br" e_tot_ha=-6003.81134 fmax_ev_per_a=3.9 charge=0
O -2.938 -0.548 -1.704 0.094 0.095 -0.079
S -2.487 -0.630 -0.352 0.227 -0.047 -0.053
O -3.391 -1.062 0.663 0.163 0.053 0.220
C -1.588 0.843 0.081 -1.985 2.865 -0.437
Br -2.839 2.874 -0.049 2.112 -3.231 0.207
C -0.266 0.682 0.084 -0.550 -0.058 0.263
C 0.793 1.634 0.239 0.685 0.457 0.008
C 2.076 1.219 0.317 -0.784 0.650 -0.006
C 2.424 -0.169 0.253 -0.318 -1.039 -0.089
C 1.478 -1.120 0.094 0.813 0.041 0.111
C 0.102 -0.753 -0.027 -0.840 -0.505 -0.303
C -0.945 -1.571 -0.270 0.091 0.814 0.135
Br -0.995 -3.396 -0.428 -0.007 -0.294 -0.030
H 0.523 2.677 0.285 0.025 0.122 0.032
H 2.873 1.934 0.440 0.040 0.186 0.006
H 3.463 -0.444 0.333 0.100 -0.083 0.005
H 1.717 -2.172 0.041 0.133 -0.026 0.010

What did the fourth record say?
29
Properties=species:S:1:pos:R:3:forces:R:3 method="wB97M-V/def2-TZVPD" homo_lumo_gap_ev="6.43 / 6.42" de_lowest_kj_mol=423.4 e_tot_ha=-649.60977 fmax_ev_per_a=4.8 charge=+1
C 2.772 1.134 -0.299 0.100 -0.440 -0.596
C 2.069 0.286 -1.161 -0.520 1.965 2.774
C 2.007 1.932 0.557 1.775 2.523 1.106
C 0.693 0.003 -1.009 -0.769 0.309 -0.662
C 0.665 2.004 0.548 -1.810 0.040 1.741
C -0.103 0.982 -0.161 -0.063 -0.846 -2.120
C -1.461 -2.216 -0.311 -0.455 -2.299 0.258
C -2.352 -1.072 0.078 -1.826 0.357 2.242
C 0.942 -2.159 -0.108 -0.659 0.736 0.287
C -1.477 1.022 -0.300 1.128 1.433 0.586
N 2.024 -2.053 0.704 -3.439 -1.871 -0.368
N -2.124 2.144 0.499 -1.743 -3.423 2.842
O -0.247 -2.225 0.576 0.698 -0.397 -2.753
O -2.393 0.102 -0.721 0.868 0.457 -0.785
H 3.843 1.431 -0.301 -0.817 -0.924 -0.622
H 2.580 -0.099 -1.942 1.535 -1.685 -2.390
H 2.610 2.750 1.122 -1.313 -1.613 -0.714
H 0.209 -0.524 -1.919 0.473 1.257 1.709
H 0.204 2.761 1.295 0.528 -1.308 -1.588
H -2.053 -3.226 -0.133 1.470 2.025 0.007
H -1.243 -2.233 -1.408 0.293 0.252 0.988
H -3.400 -1.450 0.229 0.815 0.341 -0.723
H -2.117 -0.619 1.066 0.312 -1.307 -0.114
H 1.048 -2.582 -1.132 -0.352 0.496 0.801
H 1.559 -1.913 1.580 1.045 0.583 1.273
H 2.723 -1.446 0.394 1.544 1.077 -0.233
H -1.985 3.077 0.345 1.316 3.143 -1.871
H -1.829 2.137 1.553 -1.095 -0.602 -1.734
H -3.161 2.051 0.359 0.962 -0.281 0.661